No. 1
18
Properties=species:S:1:pos:R:3:forces:R:3:nbo_charge:R:1 method="wB97M-V/def2-TZVPD" spin_multiplicity=1 mol_weight_g_mol=147.199 total_energy_ha=-799.243585 smiles="N[C@@]1(C(=O)O)CCSC1" homo_energy_ev=-9.06 gap_ev=9.7
N 1.5212 1.6645 -0.2563 -9.4 1.1 8.7 -0.781
C 0.5413 0.5742 -0.0669 -0.9 2.0 -1.7 0.038
C 1.3665 -0.7384 -0.0495 -6.6 1.9 0.1 0.788
O 2.4760 -0.7095 0.2024 5.9 -0.6 0.8 -0.529
O 0.6529 -1.8526 -0.1298 4.7 -1.9 1.0 -0.699
C -0.2690 0.8862 1.2075 3.7 -4.1 -0.2 -0.431
C -1.3591 -0.0825 1.2342 -5.0 3.0 0.9 -0.521
S -2.0129 -0.2466 -0.4409 -0.6 -0.8 -0.8 0.167
C -0.6226 0.5710 -1.1709 3.9 -6.9 1.9 -0.538
H 1.3023 2.4676 -0.7007 -2.3 3.2 -1.3 0.352
H 2.1532 1.3891 -0.7222 11.6 -5.3 -7.5 0.332
H -0.2137 -1.9150 -0.3629 -4.1 0.8 -1.2 0.500
H -0.5233 1.8484 1.1536 -1.4 3.8 -0.3 0.216
H 0.5073 0.8171 1.9597 -0.3 -0.2 0.9 0.242
H -1.2553 -1.0401 1.5764 0.9 -2.1 1.4 0.222
H -2.3269 0.3957 1.7371 2.2 -1.2 -0.3 0.230
H -0.1838 0.0965 -2.0307 -0.4 -0.1 -0.7 0.225
H -0.8749 1.4693 -1.2689 -1.7 7.5 -1.5 0.188

=====

No. 2
18
Properties=species:S:1:pos:R:3:forces:R:3:nbo_charge:R:1 method="wB97M-V/def2-TZVPD" spin_multiplicity=1 mol_weight_g_mol=131.131 total_energy_ha=-476.382134 smiles="C=CO[C@](C)(N)C(=O)O" homo_energy_ev=-9.26 gap_ev=9.9
C -0.0712 -2.7589 -0.1058 -0.1 0.1 -0.2 -0.449
C -0.6113 -1.5549 -0.1849 -0.2 -0.2 0.1 0.106
O -0.0742 -0.5767 -0.9732 0.0 0.0 -0.1 -0.536
C 0.2408 0.6971 -0.3512 0.0 0.3 0.0 0.297
C -0.8541 1.7207 -0.6344 0.1 -0.4 0.0 -0.627
N 1.4934 1.1610 -0.8605 0.0 0.0 0.0 -0.824
C 0.4293 0.4336 1.1530 0.6 0.0 0.1 0.770
O 1.4626 0.0644 1.6371 0.1 0.0 0.0 -0.576
O -0.6807 0.6149 1.8649 -0.7 0.2 0.3 -0.681
H 0.8278 -3.0008 -0.6447 0.2 0.0 -0.1 0.208
H -0.5406 -3.5407 0.4628 -0.2 -0.1 0.1 0.206
H -1.5194 -1.2861 0.3489 0.0 0.0 0.0 0.175
H -0.9591 1.8341 -1.7098 0.0 0.0 -0.1 0.220
H -0.5714 2.6736 -0.1983 0.0 0.1 0.0 0.227
H -1.8008 1.3939 -0.2145 -0.1 0.0 0.0 0.222
H 2.2507 0.5808 -0.5153 -0.1 0.0 0.0 0.386
H 1.4918 1.1313 -1.8748 -0.1 0.0 0.1 0.371
H -0.5136 0.4128 2.8008 0.2 0.0 -0.3 0.504

=====

No. 3
18
Properties=species:S:1:pos:R:3:forces:R:3:nbo_charge:R:1 method="wB97M-V/def2-TZVPD" spin_multiplicity=1 mol_weight_g_mol=131.131 total_energy_ha=-476.328605 smiles="O=C1C[C@@]2(C[C@@H]2O)N1.O" homo_energy_ev=-9.35 gap_ev=9.8
O 0.9142 -2.8236 -2.7464 -1.5 1.1 0.7 -0.553
C -0.2023 -2.3476 -2.7310 -0.1 -3.0 -1.4 0.712
C -0.9623 -1.3628 -3.6257 0.1 1.3 1.0 -0.499
C -2.2302 -1.8562 -2.9181 0.1 0.3 0.2 0.091
C -3.6187 -1.7905 -3.4616 -0.3 -0.1 -0.3 -0.449
C -3.2546 -1.0383 -2.2036 0.7 -0.4 0.5 0.055
O -2.9313 0.3148 -2.1042 -0.7 0.4 -0.7 -0.719
N -1.4556 -2.8668 -2.2298 1.1 0.4 -0.3 -0.658
H -0.9081 -1.6028 -4.6940 0.1 -0.1 0.4 0.241
H -0.6853 -0.3190 -3.4336 -0.2 -0.2 -0.2 0.250
H -4.2543 -2.6707 -3.3539 -0.1 0.4 0.0 0.230
H -3.7758 -1.1915 -4.3604 0.2 -0.4 0.1 0.233
H -3.6626 -1.4494 -1.2739 0.2 0.0 -0.2 0.179
H -3.7252 0.8527 -2.1777 0.0 0.1 0.1 0.486
H -1.7574 -3.7459 -1.8275 0.4 0.2 0.0 0.410
O -0.6122 -0.0499 -0.5768 -1.0 -2.7 0.3 -0.958
H -0.8804 -1.0341 -0.4056 0.8 2.7 -0.4 0.465
H -1.3732 0.2876 -1.0860 0.3 -0.1 0.3 0.485

=====

No. 4
19
Properties=species:S:1:pos:R:3:forces:R:3:nbo_charge:R:1 method="wB97M-V/def2-TZVPD" spin_multiplicity=1 mol_weight_g_mol=147.130 total_energy_ha=-551.623539 smiles="N[C@@H](CCC(=O)O)C(=O)O" homo_energy_ev=-10.09 gap_ev=10.4
N 0.6497 -1.2933 -1.3615 -2.7 0.0 -1.7 -0.857
C 1.1371 -0.1462 -0.5819 -1.4 -3.1 3.2 -0.138
C 0.0469 0.3306 0.4886 2.6 0.6 0.5 -0.408
C -1.1540 0.9388 -0.1352 -0.4 -0.1 -2.2 -0.540
C -2.3498 1.1970 0.7109 -2.9 1.4 1.9 0.799
O -3.0630 2.1945 0.8191 1.9 -1.3 -1.0 -0.586
O -2.6636 0.1153 1.4684 -1.5 -0.7 1.5 -0.715
C 2.3172 -0.7847 0.3223 2.3 1.5 0.0 0.787
O 2.3912 -0.6259 1.5238 -0.2 -0.8 -2.4 -0.541
O 3.4726 -1.3234 -0.4027 -3.5 0.4 0.1 -0.706
H -0.0045 -0.9698 -2.1805 1.8 -0.7 2.0 0.367
H -0.0155 -1.8789 -0.7623 1.4 1.1 -0.9 0.372
H 1.4675 0.6471 -1.2026 0.6 0.6 -0.5 0.220
H -0.2106 -0.4670 1.2094 0.5 0.3 -0.5 0.238
H 0.6330 1.1597 1.0181 -1.1 -1.2 -0.1 0.229
H -0.7894 1.8057 -0.6173 -0.1 1.8 0.1 0.238
H -1.4773 0.4617 -1.0966 -0.2 -0.6 1.1 0.232
H -3.5108 0.2186 2.0879 2.7 0.4 -2.3 0.517
H 3.1234 -1.5796 -1.3080 0.5 0.4 1.4 0.492

=====

No. 5
17
Properties=species:S:1:pos:R:3:forces:R:3:nbo_charge:R:1 method="wB97M-V/def2-TZVPD" spin_multiplicity=1 mol_weight_g_mol=131.200 total_energy_ha=-724.073551 smiles="C=C(NC=S)[C@@H](C)O" homo_energy_ev=-8.27 gap_ev=8.8
C -0.0709 1.6876 -0.5833 0.6 -0.4 0.0 -0.430
C 0.4430 0.4674 -0.3386 -0.4 0.9 -0.1 0.140
N -0.2766 -0.7260 -0.1347 0.2 0.2 0.0 -0.579
C -1.5802 -0.9648 0.0727 -0.7 -0.6 0.0 -0.070
S -2.8383 0.0801 0.2066 0.3 -0.1 0.0 -0.137
C 1.9417 0.2548 -0.1816 -0.4 0.0 0.0 0.064
C 2.3481 0.2913 1.2791 -0.3 -0.5 0.4 -0.631
O 2.2354 -1.0106 -0.7665 0.2 -0.1 -0.1 -0.732
H 0.6485 2.5126 -0.7509 -0.6 -0.6 0.1 0.203
H -1.1417 1.8614 -0.6403 0.4 0.0 0.0 0.243
H 0.3258 -1.5282 -0.1990 0.1 -0.3 0.0 0.423
H -1.8014 -2.0593 0.1570 0.4 0.9 -0.1 0.196
H 2.4585 1.0562 -0.7214 -0.1 -0.1 0.0 0.180
H 3.4191 0.1201 1.3836 0.1 0.0 0.0 0.206
H 2.1287 1.2754 1.6863 -0.1 0.0 0.1 0.230
H 1.8162 -0.4951 1.8664 0.3 0.6 -0.4 0.216
H 3.1219 -1.2753 -0.5017 0.0 0.0 0.0 0.479

=====

No. 6
17
Properties=species:S:1:pos:R:3:forces:R:3:nbo_charge:R:1 method="wB97M-V/def2-TZVPD" spin_multiplicity=1 mol_weight_g_mol=131.200 total_energy_ha=-723.964831 homo_energy_ev=-8.99 gap_ev=9.8
C 3.2297 -0.3210 0.0353 1.6 -0.3 -3.3 -0.774
C 0.6042 0.8528 -0.0394 -1.2 -3.9 0.4 0.501
C -1.0200 0.6912 -0.2113 4.9 3.7 4.1 -0.312
C -1.3702 -0.5096 -0.9371 -4.2 0.0 -2.8 -0.243
C -1.8857 0.2790 1.0937 0.7 -0.9 -4.4 -0.211
H 3.9505 -1.2622 -0.0139 -2.0 1.7 0.5 0.248
H 3.3485 0.1163 -1.0960 -0.3 -0.7 2.9 0.231
H 3.5901 0.3952 0.7666 0.1 0.0 -0.1 0.228
H -1.3188 1.7546 -0.4271 -0.1 -1.5 -0.8 0.260
H -0.8183 -1.4351 -0.8824 0.5 0.1 0.8 0.225
H -1.5659 -0.3509 -2.0948 0.2 -0.3 2.3 0.199
H -3.2475 -1.3321 0.2218 2.3 2.9 -1.3 0.360
H -2.2353 0.9640 1.8308 -1.3 1.3 -0.5 0.204
H -1.4607 -0.4320 1.7219 1.4 -1.8 0.6 0.176
N -2.6531 -0.3899 -0.0956 -2.5 -3.1 2.1 -0.625
O 1.3534 1.7295 -0.1677 0.6 3.8 -0.6 -0.538
S 1.4991 -0.7499 0.2953 -0.7 -1.0 0.2 0.073

=====

No. 7
17
Properties=species:S:1:pos:R:3:forces:R:3:nbo_charge:R:1 method="wB97M-V/def2-TZVPD" spin_multiplicity=1 mol_weight_g_mol=131.200 total_energy_ha=-724.050937 smiles=N[C@@H]1C[C@@]1(O)[C@H]1CS1 homo_energy_ev=-8.86 gap_ev=9.7
N -2.3217 -0.6309 -0.4911 -0.1 -0.4 0.7 -0.850
C -0.9333 -0.8961 -0.1985 0.1 0.6 0.1 -0.097
C -0.4323 -0.4473 1.1492 0.9 -0.4 0.1 -0.467
C -0.0859 0.3521 -0.0730 -0.1 -0.3 0.0 0.221
O -0.7532 1.5598 -0.2762 -0.6 0.0 -0.1 -0.713
C 1.3090 0.4362 -0.6271 -0.6 0.1 -0.3 -0.302
C 2.4310 0.8123 0.2542 0.0 0.2 0.3 -0.471
S 2.4814 -0.9067 -0.3219 0.0 0.1 0.0 0.087
H -2.9200 -1.2083 0.1064 0.2 0.3 -0.4 0.372
H -2.5241 -0.8483 -1.4495 -0.2 -0.1 -0.4 0.370
H -0.4578 -1.7600 -0.6253 0.1 -0.3 -0.1 0.197
H 0.3678 -1.0520 1.6088 -0.6 0.4 -0.2 0.235
H -1.1449 0.0133 1.8093 -0.2 0.1 0.2 0.228
H -1.7042 1.3201 -0.3909 0.6 0.1 0.1 0.495
H 1.2836 0.8297 -1.6511 0.3 -0.1 0.4 0.239
H 2.2039 0.9639 1.3143 0.1 -0.2 -0.4 0.227
H 3.2007 1.4622 -0.1377 0.0 0.0 0.0 0.227

=====

No. 8
17
Properties=species:S:1:pos:R:3:forces:R:3:nbo_charge:R:1 method="wB97M-V/def2-TZVPD" spin_multiplicity=1 mol_weight_g_mol=131.200 total_energy_ha=-724.041870 smiles="C[C@H]1CC/C(=N/O)S1" homo_energy_ev=-8.52 gap_ev=9.4
C 1.4105 -0.3431 -1.6999 -1.0 -0.9 -0.7 -0.629
C 0.0810 0.4102 -1.2555 1.3 -1.0 1.5 -0.325
C -1.0128 -0.5272 -0.7121 0.9 -2.4 -0.6 -0.408
C -0.6069 -0.9171 0.7423 -0.1 -0.2 0.1 -0.461
C -0.2061 0.3981 1.3141 -0.1 0.5 0.5 0.050
N -0.4102 0.6847 2.5329 0.3 -0.4 -0.1 -0.174
O 0.0758 1.9631 2.8158 -0.1 0.1 -0.1 -0.574
S 0.3704 1.5651 0.1474 0.2 0.1 -0.5 0.254
H 1.0670 -0.9057 -2.6096 0.6 0.6 0.3 0.205
H 1.7860 -1.1867 -1.0629 -0.5 1.1 0.1 0.216
H 2.2748 0.3147 -1.9559 -0.9 -0.3 0.2 0.228
H -0.3064 0.9171 -2.1018 -0.2 0.9 -0.7 0.223
H -1.0244 -1.4240 -1.3966 -0.1 0.6 0.7 0.214
H -2.0379 -0.1381 -0.7253 0.5 0.4 0.0 0.228
H -1.4473 -1.2594 1.3657 0.2 -0.1 -0.4 0.244
H 0.2395 -1.6551 0.9006 -0.9 0.8 -0.7 0.232
H -0.2532 2.1034 3.7009 0.0 0.2 0.4 0.478

=====

Repeat the fifth record exactly.
17
Properties=species:S:1:pos:R:3:forces:R:3:nbo_charge:R:1 method="wB97M-V/def2-TZVPD" spin_multiplicity=1 mol_weight_g_mol=131.200 total_energy_ha=-724.073551 smiles="C=C(NC=S)[C@@H](C)O" homo_energy_ev=-8.27 gap_ev=8.8
C -0.0709 1.6876 -0.5833 0.6 -0.4 0.0 -0.430
C 0.4430 0.4674 -0.3386 -0.4 0.9 -0.1 0.140
N -0.2766 -0.7260 -0.1347 0.2 0.2 0.0 -0.579
C -1.5802 -0.9648 0.0727 -0.7 -0.6 0.0 -0.070
S -2.8383 0.0801 0.2066 0.3 -0.1 0.0 -0.137
C 1.9417 0.2548 -0.1816 -0.4 0.0 0.0 0.064
C 2.3481 0.2913 1.2791 -0.3 -0.5 0.4 -0.631
O 2.2354 -1.0106 -0.7665 0.2 -0.1 -0.1 -0.732
H 0.6485 2.5126 -0.7509 -0.6 -0.6 0.1 0.203
H -1.1417 1.8614 -0.6403 0.4 0.0 0.0 0.243
H 0.3258 -1.5282 -0.1990 0.1 -0.3 0.0 0.423
H -1.8014 -2.0593 0.1570 0.4 0.9 -0.1 0.196
H 2.4585 1.0562 -0.7214 -0.1 -0.1 0.0 0.180
H 3.4191 0.1201 1.3836 0.1 0.0 0.0 0.206
H 2.1287 1.2754 1.6863 -0.1 0.0 0.1 0.230
H 1.8162 -0.4951 1.8664 0.3 0.6 -0.4 0.216
H 3.1219 -1.2753 -0.5017 0.0 0.0 0.0 0.479